1.
A structure of composition C26H29BrFeIN2OPSTe4 in a non-equilibrium geometry. Source: the Open Molecules 2025 dataset; level of theory: ωB97M-V/def2-TZVPD.

Geometry as ORCA input:
```
! wB97M-V def2-TZVPD RIJCOSX def2/J DEFGRID3
* xyz 1 6
I -5.05 0.66 -3.64
Te 0.82 -2.26 4.52
Te 1.06 -2.38 0.46
Te 2.74 -3.80 1.76
Te -0.52 -1.18 2.61
Br -4.52 4.43 2.45
Fe -0.19 -0.17 -0.05
S 1.78 1.77 0.97
P 0.67 -0.12 -2.49
O 1.10 2.26 2.20
N -2.03 -1.03 -1.13
N -1.65 1.34 0.48
C 4.32 -0.28 3.29
C 3.19 0.80 1.48
C -1.02 3.43 -3.52
C -2.19 3.60 1.05
C -0.27 1.13 -3.41
C 3.32 0.58 2.84
C -2.28 -2.35 -1.15
C -3.37 3.18 1.64
C -3.69 1.83 1.64
C -3.88 -0.69 -2.60
C -2.82 -0.23 -1.84
C -1.37 2.64 0.49
C -0.94 0.88 -4.61
C -1.69 3.16 -4.70
C 2.55 3.22 0.25
C -2.81 0.96 1.05
C 5.02 -0.66 1.03
C -1.65 1.89 -5.25
C 6.20 -1.88 2.88
C -3.32 -2.89 -1.89
C -4.13 -2.06 -2.63
C 2.39 0.26 -2.95
C 4.03 0.19 0.56
C 0.37 -1.68 -3.38
C -0.32 2.42 -2.88
C 5.17 -0.91 2.39
H 2.64 1.06 3.53
H -2.60 0.83 -1.81
H 3.07 -0.48 -2.52
H -1.63 -2.97 -0.56
H 5.68 -1.14 0.32
H 2.66 1.25 -2.58
H -0.94 -0.11 -5.04
H -4.60 1.47 2.09
H 1.04 -2.44 -2.98
H 6.84 -2.23 2.07
H 5.71 -2.75 3.33
H -2.24 3.95 -5.21
H -4.95 -2.46 -3.22
H 0.57 -1.58 -4.44
H -3.03 -0.10 1.02
H 6.83 -1.42 3.65
H 3.17 2.96 -0.61
H 1.75 3.90 -0.04
H 4.42 -0.46 4.35
H 3.93 0.36 -0.50
H 0.20 2.63 -1.96
H -1.90 4.64 1.03
H -2.16 1.67 -6.17
H 3.16 3.67 1.03
H -3.48 -3.96 -1.88
H -0.66 -2.01 -3.23
H -1.05 4.42 -3.09
H -0.44 2.95 0.03
H 2.49 0.26 -4.04
*
```

Output
E_HOMO (alpha / beta), eV: -8.97 / -9.13
DFT total energy, Eh: -7139.7355
LUMO (alpha / beta), eV: -3.10 / -4.18

natural (NBO) atomic charge list, values in e, 2 entries:
1 I 0.23
2 Te 0.11

2.
A structure of composition C34H36ClN5O4SW. Source: the Open Molecules 2025 dataset; level of theory: ωB97M-V/def2-TZVPD.

Geometry as ORCA input:
```
! wB97M-V def2-TZVPD RIJCOSX def2/J DEFGRID3
* xyz 0 1
W 0.08 0.07 -0.19
Cl 3.47 0.92 0.35
S 0.03 2.27 -2.90
O -0.31 1.42 -1.44
O 0.97 1.45 -3.61
O 0.55 3.51 -2.39
O -1.30 2.33 -3.46
N -2.10 0.68 0.13
N 0.49 1.67 1.14
N -1.27 -1.68 -0.17
N 0.10 -0.99 -2.21
N 0.00 -0.68 1.89
C -3.04 -0.15 -0.16
C -0.10 4.07 1.65
C -4.61 -2.43 -1.69
C 0.99 -2.62 -3.68
C 1.64 -1.50 -0.18
C 1.00 -1.95 -2.47
C -2.55 -1.47 -0.55
C -2.30 2.70 1.67
C -0.57 -1.98 2.30
C 0.65 3.09 0.73
C 1.91 -2.21 -1.36
C 2.11 2.14 4.47
C 1.75 2.18 3.13
C 3.80 -3.32 -0.38
C 2.96 -3.12 -1.45
C 2.53 -1.71 0.87
C 3.59 -2.60 0.78
C -0.95 -1.39 -4.31
C 0.55 0.47 5.37
C -5.64 -1.60 -1.34
C 0.87 1.39 2.39
C 0.01 -0.09 4.23
C -2.40 2.10 0.26
C 0.33 0.13 2.87
C -0.88 -3.06 0.03
C -4.43 0.14 0.00
C -0.86 -0.73 -3.11
C -0.27 -3.19 1.43
C 0.01 -2.34 -4.62
C -3.26 -2.40 -1.31
C -1.63 4.08 1.59
C 2.12 0.84 -0.83
C 1.56 1.41 5.50
C -5.54 -0.48 -0.51
H -6.48 -0.01 -0.24
H 1.74 -3.38 -3.88
H -0.18 -2.22 3.29
H -6.63 -1.85 -1.71
H -2.66 -3.21 -1.71
H -0.72 -4.05 1.94
H -0.76 -0.82 4.41
H 0.00 -2.85 -5.57
H -1.65 -1.86 2.39
H 2.27 2.93 2.54
H 2.41 -1.16 1.80
H 0.26 5.07 1.39
H -1.74 2.03 2.32
H 1.71 3.35 0.69
H -0.21 -3.44 -0.74
H 4.62 -4.02 -0.45
H 0.14 0.08 6.30
H 0.20 3.91 2.69
H -1.78 -3.68 0.00
H 3.13 -3.66 -2.38
H 4.25 -2.72 1.63
H 1.92 1.61 6.50
H -1.73 -1.12 -5.01
H -4.86 -3.26 -2.35
H -3.30 2.78 2.10
H 1.96 1.87 -1.11
H 2.49 0.32 -1.70
H -4.63 1.00 0.63
H -1.99 4.71 2.41
H -1.96 4.56 0.67
H 0.30 3.19 -0.28
H 0.79 -3.39 1.39
H -1.69 2.61 -0.39
H -1.56 0.05 -2.86
H 2.90 2.83 4.74
H -3.37 2.33 -0.18
*
```

Output
E_HOMO, eV: -7.57
DFT total energy, Eh: -2817.3949
LUMO, eV: -1.49

Mulliken atomic charge list, values in e, 2 entries:
1 W 1.63
2 Cl -0.20

3.
A structure of composition C26H75N14O7P4Sr in a non-equilibrium geometry. Source: the Open Molecules 2025 dataset; level of theory: ωB97M-V/def2-TZVPD.

Geometry as ORCA input:
```
! wB97M-V def2-TZVPD RIJCOSX def2/J DEFGRID3
* xyz 2 2
Sr 12.61 -14.67 -13.42
P 11.64 -12.32 -16.43
P 11.60 -7.98 -6.27
P 16.47 -14.38 -14.63
P 11.22 -6.48 -12.62
O 11.68 -13.23 -15.27
O 13.80 -13.81 -11.29
O 13.01 -12.32 -12.47
O 14.06 -11.76 -10.74
O 14.99 -14.38 -14.30
O 9.78 -6.38 -12.77
O 11.01 -7.05 -7.31
N 15.83 -6.79 -9.67
N 11.81 -8.06 -12.25
N 12.16 -6.12 -14.09
N 12.80 -7.13 -5.46
N 10.53 -8.49 -5.06
N 17.35 -15.34 -13.52
N 16.90 -15.07 -16.17
N 10.09 -11.91 -16.79
N 12.30 -9.37 -6.78
N 12.23 -13.02 -17.90
N 17.31 -12.89 -14.55
N 11.93 -5.39 -11.36
N 12.54 -10.83 -16.25
N 13.64 -12.60 -11.49
C 12.62 -14.37 -17.94
C 13.19 -8.38 -11.74
C 12.14 -12.35 -19.25
C 16.72 -14.15 -17.29
C 17.15 -15.22 -12.06
C 18.68 -12.81 -14.96
C 11.77 -5.71 -10.05
C 11.13 -9.30 -12.66
C 12.47 -6.19 -4.45
C 15.77 -7.90 -9.37
C 15.69 -9.32 -9.05
C 13.74 -10.92 -15.34
C 13.28 -10.04 -5.95
C 13.63 -6.44 -14.24
C 16.68 -11.77 -13.86
C 9.36 -13.01 -17.40
C 12.33 -9.63 -17.01
C 9.36 -10.91 -16.03
C 14.03 -6.78 -6.22
C 16.57 -16.47 -16.43
C 18.65 -16.01 -13.81
C 11.68 -5.01 -14.92
C 12.86 -4.25 -11.63
C 9.11 -8.37 -5.30
C 10.88 -9.31 -3.88
C 11.84 -10.09 -7.97
H 8.84 -7.79 -6.18
H 8.53 -8.00 -4.45
H 12.60 -13.04 -19.96
H 13.87 -10.77 -6.51
H 12.63 -5.40 -9.45
H 18.69 -11.97 -15.66
H 13.17 -6.27 -3.61
H 11.66 -6.79 -9.91
H 14.50 -10.29 -15.81
H 15.56 -16.57 -16.83
H 15.69 -13.97 -17.59
H 17.14 -16.15 -11.48
H 13.58 -10.65 -14.30
H 19.02 -13.79 -15.29
H 14.06 -9.42 -5.53
H 11.10 -10.82 -7.66
H 16.46 -16.90 -15.44
H 13.35 -14.56 -17.14
H 11.10 -12.09 -19.44
H 16.13 -14.83 -11.95
H 11.52 -9.73 -13.59
H 14.35 -7.48 -6.98
H 9.02 -13.65 -16.58
H 18.59 -17.09 -13.64
H 11.75 -14.93 -17.62
H 11.39 -9.32 -8.59
H 13.05 -14.72 -18.87
H 19.31 -12.52 -14.11
H 13.93 -5.82 -6.72
H 18.88 -15.90 -14.87
H 15.94 -12.15 -13.15
H 11.95 -9.30 -3.70
H 12.13 -5.02 -15.91
H 8.55 -12.57 -17.98
H 12.86 -3.90 -12.67
H 10.59 -5.10 -14.98
H 17.23 -14.61 -18.14
H 13.90 -6.40 -15.30
H 14.09 -7.38 -13.94
H 12.37 -8.79 -16.32
H 11.34 -9.60 -17.48
H 17.32 -16.99 -17.03
H 12.75 -11.46 -19.36
H 13.83 -4.61 -11.30
H 9.24 -11.45 -15.09
H 16.46 -10.93 -14.51
H 12.47 -5.18 -4.85
H 12.49 -3.40 -11.05
H 10.45 -10.31 -3.95
H 9.95 -10.01 -15.86
H 13.68 -9.05 -12.45
H 14.14 -11.93 -15.43
H 17.21 -13.18 -17.18
H 9.95 -13.65 -18.05
H 14.69 -9.75 -9.15
H 14.18 -5.64 -13.74
H 17.72 -14.38 -11.69
H 10.83 -5.35 -9.63
H 16.36 -9.97 -9.60
H 13.73 -7.45 -11.60
H 13.20 -8.82 -10.74
H 14.91 -6.75 -5.58
H 11.51 -6.41 -4.00
H 8.71 -9.37 -5.44
H 10.40 -8.94 -2.98
H 19.45 -15.62 -13.18
H 12.63 -10.63 -8.50
H 12.83 -10.77 -5.27
H 13.11 -9.46 -17.75
H 11.22 -10.01 -11.84
H 10.07 -9.17 -12.85
H 8.40 -10.71 -16.51
H 11.85 -4.06 -14.41
H 15.98 -9.40 -8.00
H 17.37 -11.42 -13.09
*
```

Output
E_HOMO (alpha / beta), eV: -11.64 / -11.64
DFT total energy, Eh: -3724.6064
LUMO (alpha / beta), eV: -5.22 / -7.83

Mulliken atomic charge list, values in e, 2 entries:
1 Sr 1.93
2 P 0.02

4.
An isolated molecule of C4H5NO in a non-equilibrium geometry. Source: the Open Molecules 2025 dataset; level of theory: ωB97M-V/def2-TZVPD.

Geometry as ORCA input:
```
! wB97M-V def2-TZVPD RIJCOSX def2/J DEFGRID3
* xyz 0 1
O 0.01 -0.86 -1.61
N -0.39 0.42 2.42
C -0.01 -1.37 -0.28
C -0.21 1.17 -0.07
C 0.55 -0.06 -0.58
C -0.36 0.89 1.36
H 0.65 -2.19 -0.02
H 0.34 2.10 -0.24
H -1.01 -1.42 0.17
H -1.19 1.26 -0.55
H 1.63 0.06 -0.60
*
```

Output
E_HOMO, eV: -10.81
DFT total energy, Eh: -285.3488
LUMO, eV: 0.90
SMILES: N#CC[C@H]1CO1

natural (NBO) atomic charge list, values in e, 2 entries:
1 O -0.47
2 N -0.33

5.
A cluster of 2 separate species, C5H13NO in total in a non-equilibrium geometry. Source: the Open Molecules 2025 dataset; level of theory: ωB97M-V/def2-TZVPD.

Geometry as ORCA input:
```
! wB97M-V def2-TZVPD RIJCOSX def2/J DEFGRID3
* xyz 0 1
O -0.81 -1.47 3.70
N -1.64 0.59 0.52
C -0.48 -0.30 0.46
C 1.09 -0.64 -2.65
C 0.83 0.58 0.47
C 0.85 1.19 -0.98
C 0.43 0.31 -2.09
H 0.19 2.08 -1.03
H 0.86 -1.12 -3.67
H -0.53 -1.13 1.14
H -1.61 -1.27 4.23
H 0.07 -1.20 4.15
H -0.67 0.53 -2.37
H 1.79 0.10 0.67
H 1.97 -0.98 -2.18
H 1.86 1.36 -1.56
H -0.40 -0.92 -0.43
H -1.94 0.81 -0.49
H -2.46 0.17 0.90
H 0.59 1.30 1.22
*
```

Output
E_HOMO, eV: -9.03
DFT total energy, Eh: -328.2011
LUMO, eV: 0.78
SMILES: C=CCCCN.O

natural (NBO) atomic charge list, values in e, 2 entries:
1 O -0.97
2 N -0.84

6.
An isolated molecule of C5H7NO. Source: the Open Molecules 2025 dataset; level of theory: ωB97M-V/def2-TZVPD.

Geometry as ORCA input:
```
! wB97M-V def2-TZVPD RIJCOSX def2/J DEFGRID3
* xyz 0 1
O 2.53 -1.66 -0.42
N -2.20 0.59 1.11
C 2.52 -0.25 -0.29
C 1.16 0.29 -0.15
C -2.37 -0.04 -0.19
C 0.02 0.68 -0.07
C -1.38 1.05 -0.01
H -1.65 0.00 1.73
H 2.96 0.14 -1.22
H 2.12 -2.03 0.37
H -3.31 0.15 -0.69
H -1.96 -1.04 -0.34
H 3.16 0.07 0.54
H -1.62 2.05 -0.36
*
```

Output
E_HOMO, eV: -9.27
DFT total energy, Eh: -324.6008
LUMO, eV: 0.77
SMILES: OCC#C[C@H]1CN1

natural (NBO) atomic charge list, values in e, 2 entries:
1 O -0.69
2 N -0.56

7.
A structure of composition C12H15ClFO8V in a non-equilibrium geometry. Source: the Open Molecules 2025 dataset; level of theory: ωB97M-V/def2-TZVPD.

Geometry as ORCA input:
```
! wB97M-V def2-TZVPD RIJCOSX def2/J DEFGRID3
* xyz 0 1
V 0.19 -6.44 0.74
Cl -4.41 1.11 -0.90
F 2.05 2.05 -2.42
O 0.77 3.08 2.62
O -0.13 -5.24 -0.50
O -2.15 3.68 -0.55
O 1.52 4.55 0.78
O -1.17 1.66 0.70
O 0.50 -7.65 1.98
O 0.09 2.87 -0.94
O -0.15 -2.43 2.85
C -2.03 -0.47 -1.00
C -0.45 -0.01 -1.02
C 0.03 0.86 0.29
C 2.34 1.97 -0.95
C -3.01 0.45 -1.97
C -0.63 -1.20 2.02
C 1.12 3.32 1.21
C 3.21 0.61 -0.66
C -1.20 2.80 -0.23
C 1.03 2.17 0.00
C -0.56 -2.77 1.29
C 0.65 -0.08 1.47
H 3.07 2.89 -0.73
H -0.26 0.53 -2.06
H 4.25 0.75 -1.23
H -3.48 -0.16 -2.87
H -1.77 -0.71 2.24
H -2.14 -1.58 -1.42
H 0.88 0.48 2.48
H 2.73 -0.36 -1.17
H -1.56 -3.38 1.19
H 3.49 0.43 0.46
H -2.53 -0.48 0.06
H 1.53 -0.79 1.14
H -2.40 1.35 -2.44
H 0.35 -2.83 0.56
H 0.21 -1.00 -1.05
*
```

Output
E_HOMO, eV: -8.90
DFT total energy, Eh: -2571.4828
LUMO, eV: -7.25

natural (NBO) atomic charge list, values in e, 2 entries:
1 V 1.83
2 Cl -0.09

8.
A cluster of 8 separate species, C40H78F9NO11S in total in a non-equilibrium geometry. Source: the Open Molecules 2025 dataset; level of theory: ωB97M-V/def2-TZVPD.

Geometry as ORCA input:
```
! wB97M-V def2-TZVPD RIJCOSX def2/J DEFGRID3
* xyz 0 1
S -1.97 1.09 0.36
F -1.47 -1.74 1.39
F -3.22 0.61 -1.84
F -2.73 -2.18 3.12
F -4.77 -1.41 -1.06
F -4.81 -2.66 1.03
F -2.57 -3.62 1.49
F -2.62 -1.82 -0.94
F -4.36 -0.70 1.89
F -4.54 1.06 -0.14
O -2.33 -2.08 -4.77
O -4.78 -11.62 1.65
O 2.84 3.06 -3.10
O -0.79 0.45 -0.13
O -2.08 -5.86 -1.14
O -0.63 5.63 -3.32
O -5.52 7.51 -3.38
O -2.23 1.07 1.76
O 6.35 -2.64 -1.64
O -2.61 6.38 -2.45
O 2.62 5.46 2.63
N -0.84 4.74 -0.38
C 3.09 -0.02 0.06
C -0.79 2.50 -2.39
C -2.61 -2.32 1.78
C 5.49 -4.92 -1.77
C 0.07 1.90 -2.90
C -1.59 5.67 -2.55
C -0.58 3.73 1.91
C 4.22 -0.70 4.36
C -3.44 0.38 -0.52
C -3.46 -4.09 -3.95
C 3.79 0.02 1.42
C 5.96 -3.69 -2.53
C -6.84 7.41 -1.33
C 3.37 0.51 -2.39
C -4.40 -10.37 -0.41
C -6.65 6.91 -2.76
C 4.23 -1.35 1.89
C -3.64 -1.15 -0.35
C -1.99 2.81 -0.16
C 2.86 7.48 3.99
C -2.72 -6.78 -0.25
C -4.23 -6.61 -0.27
C -1.86 3.15 -1.67
C 2.57 3.97 -4.17
C 0.51 2.84 2.54
C 4.25 0.34 -3.63
C 2.65 5.98 3.96
C 0.09 2.00 3.76
C 3.31 5.28 -3.99
C -3.88 -1.67 1.11
C 0.49 -0.28 4.86
C -2.17 -3.47 -4.45
C -1.42 4.59 -1.52
C -5.04 -10.40 0.96
C 4.05 0.01 -1.12
C 0.38 0.52 3.56
C -0.75 3.48 0.41
C 2.80 -1.24 4.56
C 1.93 -0.28 5.38
C 5.01 -1.30 3.19
H 6.80 -3.94 -3.19
H -0.49 5.64 -0.11
H 5.90 -0.69 3.04
H 2.55 3.48 -2.29
H 5.16 -3.29 -3.14
H -6.53 5.82 -2.76
H -3.82 -11.70 1.75
H -1.51 3.67 2.45
H 2.89 3.47 -5.08
H 1.32 0.44 3.02
H -4.63 -9.43 -0.93
H 0.97 2.20 1.79
H 2.44 -0.05 -2.50
H 3.14 0.50 2.15
H -2.45 -7.78 -0.58
H 3.95 -0.55 -4.18
H 4.18 1.20 -4.29
H -3.79 -3.59 -3.04
H 0.67 2.32 4.61
H -0.38 0.06 2.94
H -5.96 7.18 -0.72
H -4.51 -5.60 0.04
H -2.30 -4.97 -0.85
H -4.70 -9.56 1.58
H 2.31 -1.40 3.61
H -2.83 3.05 -2.14
H 0.91 1.43 -3.35
H -4.71 -7.32 0.40
H 4.66 -4.67 -1.12
H 3.81 7.74 3.52
H -4.74 7.28 -2.87
H 3.08 1.55 -2.29
H 3.10 5.96 -4.81
H -0.24 4.76 2.01
H -1.37 -3.58 -3.71
H 2.07 7.98 3.42
H 5.35 -2.30 3.47
H -7.51 7.16 -3.37
H 2.48 -0.92 0.00
H 3.00 5.77 -3.06
H 4.86 -1.78 1.11
H -3.32 -5.15 -3.73
H -7.72 6.96 -0.87
H 2.41 0.83 -0.04
H 0.18 3.02 0.08
H 1.93 -0.55 6.43
H -2.88 3.26 0.26
H 2.89 -2.19 5.09
H 1.29 3.52 2.87
H -2.60 -1.63 -3.96
H -6.13 -10.33 0.88
H 5.18 -5.71 -2.46
H 6.29 -5.32 -1.14
H 1.69 5.72 4.41
H 1.49 4.14 -4.23
H -4.62 -6.76 -1.28
H -2.33 -6.63 0.76
H -4.75 -11.20 -1.02
H 4.45 -0.97 -1.33
H 2.31 0.73 5.26
H 4.66 0.66 1.32
H 4.77 -0.91 5.28
H 4.90 0.66 -0.89
H -3.31 -10.46 -0.32
H -0.20 0.10 5.60
H 4.21 0.38 4.26
H -0.96 2.16 4.00
H 3.47 5.67 2.22
H 4.38 5.11 -3.93
H 0.17 -1.30 4.63
H 3.38 -2.02 1.99
H 7.08 -2.97 -1.10
H -1.84 -3.95 -5.37
H -4.25 -3.98 -4.69
H 2.86 7.86 5.01
H -6.96 8.50 -1.33
H 5.28 0.19 -3.35
H 3.44 5.47 4.53
*
```

Output
E_HOMO, eV: -9.60
DFT total energy, Eh: -3750.0839
LUMO, eV: -0.35

Mulliken atomic charge list, values in e, 2 entries:
1 S 1.11
2 F -0.18

- Among the records above, which one has the highest DFT total energy?
  C4H5NO

- Which of these has the lowest DFT total energy?
  C26H29BrFeIN2OPSTe4

- Look up the DFT total energy of the fourth one.
  -285.3488 Eh

- Look up the DFT total energy of the sixth one.
  -324.6008 Eh